Entry 1:
Below is C18H49NO19Y as an isolated structure in a non-equilibrium geometry, with properties calculated with wB97M-V/def2-TZVPD.

Structure (ORCA input):
```
! wB97M-V def2-TZVPD RIJCOSX def2/J DEFGRID3
* xyz 1 1
Y 2.325 -1.347 -2.473
O -0.569 0.771 -0.291
C 0.413 0.186 -0.927
O 0.207 -0.308 -2.085
O 1.588 0.048 -0.501
H -0.205 1.342 0.446
O 5.436 -3.134 -0.293
C 4.380 -2.639 -0.914
O 4.026 -1.432 -0.780
O 3.724 -3.330 -1.743
H 5.720 -2.449 0.338
C 2.671 3.398 3.196
C 2.860 3.913 1.778
C 3.330 2.844 0.815
O 4.707 2.620 0.993
C 5.153 1.602 0.123
N 1.596 4.506 1.326
H 2.308 4.183 3.863
H 3.644 3.173 3.641
H 2.038 2.513 3.194
H 3.612 4.710 1.801
H 3.098 3.133 -0.222
H 2.773 1.907 0.938
H 5.322 1.879 -0.922
H 4.435 0.786 0.205
H 6.083 1.281 0.591
H 1.704 4.984 0.434
H 1.260 5.244 1.936
C -1.596 -1.940 -5.935
C -1.370 -0.609 -5.255
O -1.866 -0.706 -3.935
O -0.843 -2.977 -5.331
H -1.491 -1.925 -7.023
H -2.670 -2.155 -5.864
H -1.925 0.152 -5.815
H -0.299 -0.361 -5.240
H -1.255 -0.278 -3.329
H -1.420 -3.495 -4.767
C -3.599 2.563 -3.634
C -2.499 2.196 -2.641
O -3.001 1.297 -1.670
O -4.556 3.411 -2.996
H -4.084 1.637 -3.952
H -3.230 3.163 -4.462
H -2.129 3.116 -2.185
H -1.694 1.710 -3.212
H -2.239 1.001 -1.151
H -5.100 2.865 -2.420
C 1.045 -1.185 2.770
C 1.339 -1.546 4.221
O 2.010 -2.770 4.384
O 2.269 -0.974 2.078
H 0.405 -0.296 2.768
H 0.485 -2.006 2.300
H 0.420 -1.515 4.797
H 1.949 -0.709 4.586
H 2.817 -2.738 3.860
H 2.057 -0.502 1.260
C -2.494 2.304 1.986
C -1.093 2.384 2.524
O -0.152 2.264 1.459
O -2.711 3.365 1.056
H -3.258 2.439 2.747
H -2.577 1.351 1.451
H -0.878 1.644 3.304
H -0.932 3.332 3.049
H 0.445 3.070 1.425
H -1.940 3.342 0.473
C -0.508 -3.300 -1.258
C -0.688 -4.768 -1.520
O -0.089 -5.111 -2.769
O 0.884 -3.009 -0.957
H -1.087 -3.059 -0.361
H -0.878 -2.682 -2.074
H -1.755 -5.002 -1.582
H -0.281 -5.378 -0.706
H -0.397 -5.988 -3.015
H 1.188 -3.712 -0.369
C -2.731 -1.155 2.689
C -3.449 -2.497 2.739
O -4.390 -2.644 1.690
O -1.832 -1.025 3.764
H -3.385 -0.280 2.625
H -2.251 -1.123 1.700
H -3.993 -2.441 3.696
H -2.762 -3.334 2.872
H -5.254 -2.725 2.099
H -2.321 -1.070 4.592
*
```

Computed properties:
Highest occupied orbital energy   -11.67 eV
Calculated total energy   -2237.70086 a.u.

Here are the Löwdin charges for atoms 1 to 6, given in e: 2.090 0.140 -0.715 -0.131 -0.062 0.026



Entry 2:
Below is C45H62BN9O4Pt as an isolated structure in a non-equilibrium geometry, with properties calculated with wB97M-V/def2-TZVPD.

Structure (ORCA input):
```
! wB97M-V def2-TZVPD RIJCOSX def2/J DEFGRID3
* xyz 0 1
Pt -0.729 -0.804 -1.141
C 4.474 -2.266 -1.657
N 3.199 -2.185 -0.974
C 3.269 -2.102 0.465
C 2.084 -1.704 -1.612
N 1.315 -0.777 -1.057
C 2.013 0.338 -0.515
C 3.034 0.801 -1.322
C 3.833 1.902 -0.997
C 3.591 2.577 0.156
C 2.540 2.171 1.014
C 2.345 2.934 2.189
C 1.345 2.619 3.054
C 0.512 1.532 2.772
C 0.684 0.727 1.660
N -0.202 -0.327 1.473
C -0.596 -1.001 2.509
N 0.196 -1.365 3.585
C -0.304 -1.318 4.944
C 1.637 -1.331 3.500
N -1.906 -1.394 2.622
C -2.298 -2.695 3.125
C -2.902 -0.789 1.762
C 1.718 1.044 0.709
N 1.847 -2.237 -2.827
C 2.167 -3.615 -3.127
C 1.017 -1.579 -3.820
H 5.142 -1.477 -1.291
H 4.337 -2.131 -2.726
H 4.951 -3.234 -1.483
H 3.919 -2.899 0.830
H 2.265 -2.260 0.857
H 3.655 -1.138 0.820
H 3.188 0.313 -2.277
H 4.614 2.219 -1.676
H 4.173 3.445 0.434
H 2.989 3.786 2.360
H 1.174 3.208 3.946
H -0.307 1.304 3.445
H -1.370 -1.117 4.955
H 0.203 -0.517 5.496
H -0.115 -2.260 5.466
H 1.947 -1.496 2.473
H 2.045 -2.127 4.127
H 2.050 -0.372 3.831
H -1.458 -3.194 3.600
H -2.659 -3.313 2.299
H -3.103 -2.596 3.859
H -2.647 0.252 1.580
H -3.868 -0.845 2.270
H -2.969 -1.306 0.803
H 2.567 -4.110 -2.247
H 2.890 -3.681 -3.945
H 1.253 -4.131 -3.434
H 0.942 -0.516 -3.625
H 0.000 -1.975 -3.818
H 1.471 -1.741 -4.801
C -0.938 5.856 3.891
C -0.184 5.749 2.593
C 1.007 6.445 2.433
C 1.714 6.373 1.241
C 1.243 5.593 0.204
C 0.049 4.888 0.347
N -0.428 4.053 -0.674
C -0.434 4.347 -2.021
C -0.427 5.688 -2.442
C -0.528 6.019 -3.777
C -0.661 5.029 -4.740
C -0.691 3.710 -4.331
C -0.572 3.337 -2.992
C -0.602 1.849 -2.703
O -0.701 1.089 -3.665
O -0.527 1.493 -1.468
C -0.683 4.976 1.539
C -1.996 4.256 1.656
H -0.343 6.376 4.639
H -1.198 4.873 4.284
H -1.873 6.408 3.765
H 1.381 7.052 3.249
H 2.644 6.915 1.128
H 1.806 5.497 -0.715
H -0.570 3.067 -0.467
H -0.366 6.469 -1.697
H -0.519 7.064 -4.064
H -0.743 5.283 -5.788
H -0.799 2.908 -5.048
H -2.463 4.168 0.675
H -2.681 4.784 2.318
H -1.867 3.244 2.048
C 1.110 -5.849 -0.945
C 0.191 -4.826 -0.297
C 0.438 -4.806 1.209
O 0.491 -3.515 -0.782
B -0.692 -2.761 -0.864
O -1.780 -3.624 -0.660
C -1.309 -4.985 -0.674
C -2.118 -5.823 0.303
C -1.512 -5.511 -2.093
H 2.136 -5.680 -0.617
H 1.081 -5.793 -2.030
H 0.824 -6.858 -0.642
H 1.473 -4.512 1.385
H 0.271 -5.782 1.667
H -0.204 -4.071 1.690
H -2.136 -5.379 1.294
H -1.698 -6.828 0.381
H -3.145 -5.913 -0.052
H -0.932 -4.926 -2.809
H -2.567 -5.413 -2.354
H -1.231 -6.560 -2.183
C -3.457 1.541 -0.671
C -3.620 0.246 -1.375
N -2.726 -0.708 -1.589
C -3.381 -1.738 -2.232
C -4.672 -1.391 -2.439
N -4.805 -0.136 -1.894
H -2.496 1.563 -0.173
H -4.259 1.679 0.059
H -3.484 2.375 -1.376
H -2.867 -2.636 -2.503
H -5.491 -1.907 -2.903
H -5.644 0.415 -1.868
*
```

Computed properties:
Highest occupied orbital energy   -6.55 eV
Calculated total energy   -2690.08580 a.u.

Here are the Löwdin charges for atoms 1 to 6, given in e: 1.158 -0.049 -0.139 -0.046 -0.413 -0.025



Entry 3:
Below is a 2-piece molecular cluster, C4H10O overall in a non-equilibrium geometry, with properties calculated with wB97M-V/def2-TZVPD.

Structure (ORCA input):
```
! wB97M-V def2-TZVPD RIJCOSX def2/J DEFGRID3
* xyz 0 1
O -2.075 1.224 -1.079
C -2.608 1.709 -0.129
H -3.476 2.388 -0.210
H -2.247 1.479 0.896
C 1.784 -1.873 -0.502
C 0.986 -0.683 0.052
C 1.528 -0.182 1.424
H 1.285 -2.267 -1.376
H 1.946 -2.612 0.276
H 2.771 -1.556 -0.856
H 0.022 -1.114 0.318
H 1.022 0.105 -0.679
H 2.560 -0.490 1.591
H 1.584 0.913 1.391
H 0.964 -0.598 2.251
*
```

Computed properties:
Highest occupied orbital energy   -10.24 eV
Calculated total energy   -233.59335 a.u.

Here are the Löwdin charges for atoms 1 to 6, given in e: -0.004 -0.153 0.078 0.081 -0.135 -0.305



Entry 4:
Below is C20H39Cl3GdN3O3Si as an isolated structure in a non-equilibrium geometry, with properties calculated with wB97M-V/def2-TZVPD.

Structure (ORCA input):
```
! wB97M-V def2-TZVPD RIJCOSX def2/J DEFGRID3
* xyz 0 8
C -1.571 -2.284 -2.681
C -1.080 -3.064 -1.497
H -1.625 -2.899 -3.585
H -0.882 -1.445 -2.885
H -2.564 -1.857 -2.456
C -0.488 -4.267 -1.578
C -0.285 -5.048 -2.834
H -0.222 -4.786 -0.663
H -0.230 -4.429 -3.741
H -1.086 -5.791 -2.983
H 0.652 -5.614 -2.777
Gd -0.053 0.801 0.583
Cl -2.527 1.454 0.254
Cl 1.943 1.903 -0.606
H 0.777 5.078 4.791
H -1.304 6.085 4.028
C 1.017 4.693 3.794
C -1.063 5.808 2.996
N -0.203 4.629 2.984
H 1.480 3.705 3.861
C -0.526 3.557 2.275
O 0.113 2.471 2.317
H -1.978 5.580 2.432
H -1.418 3.656 1.626
H 1.735 5.410 3.373
H -0.557 6.668 2.536
H 1.352 -1.433 -1.823
H 2.443 -4.065 -0.485
C 2.428 -1.302 -1.604
C 3.282 -3.350 -0.490
N 2.807 -1.979 -0.368
H 2.641 -0.228 -1.529
C 2.674 -1.440 0.861
O 2.057 -0.395 1.140
H 3.936 -3.560 0.361
H 3.158 -2.046 1.654
H 3.030 -1.741 -2.412
H 3.851 -3.448 -1.418
O -0.423 -1.240 -0.135
C -1.266 -2.319 -0.176
C 0.172 -3.622 1.477
C -1.098 -3.220 1.068
H 1.038 -3.175 0.969
C 0.332 -4.600 2.459
H -2.297 -1.921 -0.167
C -2.221 -3.704 1.746
H 1.341 -4.918 2.728
C -0.798 -5.179 3.061
C -2.075 -4.704 2.715
H -3.203 -3.326 1.465
H -0.667 -6.003 3.762
H -2.947 -5.152 3.189
Si -0.567 3.835 -2.840
Cl -0.835 1.715 -2.645
C 1.189 4.411 -2.647
C -1.620 4.520 -1.439
C -0.984 4.396 -4.581
H 1.717 3.759 -1.939
H 1.225 5.439 -2.264
H 1.711 4.398 -3.611
H -0.182 4.060 -5.258
H -0.994 5.497 -4.607
H -1.948 4.024 -4.941
H -1.532 3.909 -0.522
H -2.682 4.507 -1.727
H -1.331 5.556 -1.194
N -0.220 -0.372 2.914
H 0.757 -0.644 3.093
H -0.784 -1.227 2.960
H -0.521 0.274 3.640
*
```

Computed properties:
Highest occupied orbital energy (spin up / spin down)   -8.42 / -8.30 eV
Calculated total energy   -3611.43901 a.u.

Here are the Löwdin charges for atoms 1 to 6, given in e: -0.037 -0.228 0.068 0.067 0.095 -0.114



Q: The highest calculated total energy belongs to which entry?
A: C4H10O



Q: What is the formula in the fourth record?
A: C20H39Cl3GdN3O3Si